23
Properties=species:S:1:pos:R:3:mulliken_charge:R:1 method="wB97M-V/def2-TZVPD" relative_energy_kcal_mol=20.5 spin_multiplicity=1 homo_energy_ev=-8.58 charge=0 gap_ev=9.642 e_tot_ev=-8991.602
C 0.257 0.916 -2.252 -0.521
C 1.088 0.962 -0.969 -0.634
C 0.354 0.882 0.382 -0.926
C 0.382 -0.933 2.041 -0.210
C -0.086 -0.484 0.871 0.840
C -1.189 -1.144 0.096 -1.238
C 0.102 -2.294 2.624 -1.145
N -0.684 2.045 -2.334 -0.579
H -0.315 -0.005 -2.314 0.334
H 0.985 0.989 -3.062 0.313
H 1.628 1.908 -0.960 0.374
H 1.777 0.106 -1.064 0.242
H 1.101 1.239 1.088 0.325
H -0.461 1.604 0.451 0.381
H 0.961 -0.228 2.639 0.309
H -1.224 -2.229 0.123 0.385
H -1.253 -0.892 -0.957 0.119
H -2.149 -0.785 0.480 0.284
H -0.735 -2.789 2.132 0.326
H 1.011 -2.878 2.500 0.259
H -0.050 -2.234 3.709 0.313
H -1.410 1.791 -2.993 0.213
H -0.204 2.825 -2.779 0.234